Entry 1:
The following is a quantum chemistry calculation of an isolated molecule of C9H10N2O2 in a non-equilibrium geometry, from the Open Molecules 2025 dataset.

```
23
Properties=species:S:1:pos:R:3:lowdin_charge:R:1
C 1.523 1.448 -1.454 0.009
C -0.874 1.005 -1.106 -0.016
C -0.569 0.515 0.207 -0.084
C 1.528 1.634 -0.062 -0.267
C 0.348 0.841 -1.896 -0.232
C 0.637 0.931 0.758 -0.229
C -1.369 -0.388 -1.464 -0.314
C -2.493 -0.755 -2.456 0.011
C 0.391 -0.164 2.743 -0.088
N -1.208 -0.798 -0.139 0.153
N 2.661 2.118 0.540 0.130
O 0.012 -0.348 -2.486 0.019
O 1.057 0.839 2.047 -0.101
H 2.531 1.563 -1.938 0.128
H -2.823 0.163 -2.950 0.083
H -3.350 -1.137 -1.885 0.083
H -2.072 -1.321 -3.286 0.077
H 1.111 -0.758 3.344 0.100
H -0.226 -0.841 2.067 0.084
H -0.379 0.311 3.432 0.112
H -1.164 -1.689 0.351 0.138
H 3.057 2.826 -0.094 0.116
H 2.516 2.411 1.479 0.088
```

Properties
energy above the lowest of the compared OMol25 structures with the same formula, charge and spin: 7.2326 eV
structure (SMILES): COc1c(N)cc2c3c1N[C@]3(C)O2
total charge: 0
2S+1: 1
max |F|: 2.6 eV Å⁻¹
HOMO (alpha / beta): -7.0 / -7.0 eV


Entry 2:
The following is a quantum chemistry calculation of an isolated molecule of C3H3ClO2 in a non-equilibrium geometry, from the Open Molecules 2025 dataset.

```
9
Properties=species:S:1:pos:R:3:lowdin_charge:R:1
C 0.671 -1.055 -0.070 -0.559
C -0.562 -0.172 -0.090 -0.581
C -0.656 1.135 -0.295 0.015
H 1.549 0.494 0.617 0.101
H -1.540 1.510 0.124 0.050
H 0.072 1.914 -0.473 0.083
O 1.765 -0.411 0.364 0.120
O 0.720 -2.232 -0.329 0.103
Cl -2.018 -1.183 0.154 0.668
```

Properties
energy above the lowest of the compared OMol25 structures with the same formula, charge and spin: 0.6286 eV
structure (SMILES): C=C(Cl)C(=O)O
total charge: 0
2S+1: 1
max |F|: 1.9 eV Å⁻¹
HOMO: -10.6 eV


Entry 3:
The following is a quantum chemistry calculation of a structure of composition C10H40FeO18S2 in a non-equilibrium geometry, from the Open Molecules 2025 dataset.

```
71
Properties=species:S:1:pos:R:3:lowdin_spin:R:1
Fe 1.438 1.486 -1.181 3.678
S 1.069 2.063 -4.426 -0.013
O 0.223 1.294 -5.285 0.033
O 0.852 1.747 -3.000 0.063
O 2.516 2.007 -4.736 0.503
O 1.024 3.514 -4.678 0.484
S 0.178 -0.109 0.505 0.017
O 0.187 -1.570 0.675 0.010
O -0.770 0.582 1.364 0.005
O 1.496 0.563 0.518 0.065
O -0.014 0.225 -0.941 0.061
C -3.138 -0.043 3.681 0.000
O -1.733 -0.061 3.840 0.000
H -3.514 0.802 3.096 0.000
H -3.545 -0.948 3.216 0.000
H -3.574 -0.005 4.682 0.000
H -1.390 0.027 2.929 0.000
C -1.154 -1.476 -4.140 0.000
O -0.079 -1.342 -5.058 0.000
H -1.340 -2.504 -3.834 0.000
H -0.960 -0.950 -3.197 0.000
H -2.066 -1.043 -4.566 0.000
H -0.001 -0.366 -5.152 0.000
C -0.996 3.320 -1.201 0.002
O 0.273 3.083 -0.613 0.038
H -0.969 4.257 -1.767 0.001
H -1.285 2.495 -1.844 0.000
H -1.816 3.431 -0.488 0.000
H 0.604 3.897 -0.228 0.003
C 2.388 -1.174 -2.593 0.003
O 2.745 0.009 -1.900 0.031
H 1.317 -1.327 -2.710 0.000
H 2.753 -1.177 -3.628 0.001
H 2.835 -2.093 -2.201 0.001
H 3.685 -0.076 -1.713 0.002
C -3.416 0.087 -0.837 0.000
O -3.162 1.267 -0.086 0.000
H -2.830 0.071 -1.762 0.000
H -3.090 -0.773 -0.244 0.000
H -4.471 -0.005 -1.092 0.000
H -2.402 1.064 0.476 0.000
C 3.489 -2.118 1.065 0.000
O 2.469 -3.070 0.794 0.000
H 3.303 -1.632 2.027 0.000
H 4.437 -2.657 1.074 0.000
H 3.525 -1.353 0.285 0.000
H 1.640 -2.543 0.758 0.000
C -1.325 3.133 3.642 0.000
O -1.443 2.998 2.254 0.000
H -0.397 2.801 4.122 0.000
H -1.325 4.212 3.835 0.000
H -2.143 2.707 4.228 0.000
H -1.249 2.080 1.942 0.000
C 0.065 -3.314 3.518 0.000
O -0.589 -3.542 2.284 0.000
H -0.005 -2.256 3.794 0.000
H -0.551 -3.884 4.217 0.000
H 1.114 -3.613 3.603 0.000
H -0.255 -2.896 1.625 0.000
C 2.198 2.799 2.457 0.001
O 2.769 2.909 1.147 0.010
H 1.315 2.172 2.422 0.000
H 2.909 2.460 3.211 0.000
H 1.873 3.813 2.710 0.000
H 3.562 3.449 1.164 0.000
C -0.460 -4.118 -1.544 0.000
O -1.224 -2.974 -1.202 0.000
H -0.719 -4.470 -2.543 0.000
H 0.603 -3.865 -1.490 0.000
H -0.684 -4.923 -0.836 0.000
H -0.774 -2.555 -0.446 0.000
```

Properties
energy above the lowest of the compared OMol25 structures with the same formula, charge and spin: 3.0469 eV
total charge: -1
2S+1: 6
expectation value of S²: 8.766
max |F|: 4.8 eV Å⁻¹
HOMO (alpha / beta): -6.6 / -6.0 eV


Entry 4:
The following is a quantum chemistry calculation of a structure of composition AsB2F14Sn in a non-equilibrium geometry, from the Open Molecules 2025 dataset.

```
18
Properties=species:S:1:pos:R:3:lowdin_spin:R:1
Sn -6.585 -12.714 -15.776 0.895
As -3.913 -15.699 -13.741 0.001
F -5.458 -14.831 -14.161 0.013
F -3.046 -14.212 -14.280 0.006
F -2.278 -16.461 -13.345 0.000
F -4.792 -17.312 -13.394 0.000
F -3.856 -16.279 -15.440 0.001
F -3.908 -15.049 -12.030 0.000
B -8.095 -15.212 -17.910 0.011
F -7.018 -15.396 -18.758 0.002
F -7.615 -15.509 -16.709 0.012
F -8.357 -13.823 -17.922 0.016
F -9.197 -15.874 -18.369 0.000
B -6.151 -10.681 -12.881 0.013
F -4.896 -10.124 -12.812 0.001
F -6.879 -10.066 -13.872 0.007
F -6.149 -12.024 -13.097 0.023
F -6.911 -10.445 -11.825 0.000
```

Properties
total charge: -2
2S+1: 2
expectation value of S²: 0.753
max |F|: 4.3 eV Å⁻¹
HOMO (alpha / beta): -2.1 / -6.4 eV